1.
ORCA calculation (wB97M-V/def2-TZVPD) on a molecular structure, C45H55I2N2NaO5P.

The charge is -1. The calculation puts the LUMO energy at 1.97 eV. For the total energy, the calculation gives -3332.7742 a.u. The calculation puts the largest force on an atom at 0.59 eV/A. Its HOMO-LUMO gap is 6.50 eV.

```
111
Properties=species:S:1:pos:R:3:forces:R:3:lowdin_charge:R:1
I 0.914 -8.098 -2.456 0.0 0.0 0.0 0.766
I -0.769 -2.664 -4.351 0.0 0.0 0.0 0.950
P 1.136 1.268 -1.804 0.0 -0.1 -0.2 0.836
Na -0.933 -0.575 0.330 0.2 -0.2 0.2 0.273
O -2.663 0.907 0.633 0.0 -0.1 -0.1 -0.017
O -4.806 0.848 1.346 0.1 0.1 -0.1 0.013
O -0.775 -2.264 -1.139 -0.3 0.1 -0.5 -0.119
O -1.877 -0.750 2.517 -0.2 0.2 0.0 -0.019
O 0.825 0.571 -0.518 0.0 0.2 0.0 -0.321
N 0.278 -2.870 1.452 -0.1 0.2 0.0 -0.052
N 1.091 -0.476 2.352 0.0 -0.1 0.0 0.139
C -1.889 1.210 4.444 0.0 0.0 0.0 -0.009
C 1.624 0.146 4.998 0.0 0.0 0.0 -0.084
C -2.195 1.616 -4.954 0.0 0.0 0.0 -0.192
C 0.963 -1.400 3.298 0.1 0.0 -0.1 -0.272
C -3.168 -0.156 2.731 0.0 0.0 0.0 -0.307
C -2.634 1.562 -3.483 0.0 0.0 0.0 -0.177
C -0.356 -3.964 -2.766 0.0 0.0 0.1 -0.621
C 4.179 0.554 -3.673 0.0 0.0 0.0 -0.197
C -4.254 1.547 4.245 0.0 0.0 0.0 -0.022
C 2.239 2.680 -1.383 0.0 0.0 0.0 -0.327
C 3.675 -1.135 -1.864 0.0 0.0 0.0 -0.184
C -5.383 -3.208 2.288 0.0 0.0 0.0 -0.076
C -0.678 1.802 -5.077 0.0 0.0 0.0 -0.199
C -5.138 -2.814 4.640 0.0 0.0 0.0 -0.094
C 0.032 -5.258 -3.065 0.0 0.0 0.0 -0.265
C -1.520 1.020 -2.593 -0.1 -0.1 0.0 -0.187
C -3.095 0.885 3.837 0.0 0.0 0.0 -0.139
C 3.952 4.465 -1.957 0.0 0.0 0.0 -0.199
C 3.850 3.490 0.361 0.0 0.0 0.0 -0.184
C 2.241 -1.243 -2.365 0.0 0.0 0.0 -0.192
C -0.137 2.676 -3.945 -0.1 0.0 0.0 -0.181
C -0.499 -3.460 -1.436 0.3 -0.1 0.3 -0.482
C -1.835 2.169 5.450 0.0 0.0 0.0 -0.087
C 2.750 3.653 -2.466 0.0 0.0 0.0 -0.190
C 0.297 -6.142 -2.034 0.0 0.0 0.0 -0.768
C 0.490 -2.772 2.865 0.0 -0.1 0.0 -0.186
C -0.352 2.028 -2.550 0.0 0.0 0.0 -0.319
C 1.458 0.753 2.704 0.1 0.0 0.0 -0.117
C -2.990 2.817 5.857 0.0 0.0 0.0 -0.110
C -0.453 -4.055 1.033 0.0 -0.1 -0.1 -0.163
C 0.156 -5.724 -0.713 0.0 0.0 0.0 -0.139
C 4.623 -0.741 -2.994 0.0 0.0 0.0 -0.197
C 3.388 2.273 -0.450 0.0 -0.1 0.0 -0.207
C -4.120 -1.299 3.054 0.0 0.0 0.0 -0.132
C -4.632 -2.077 2.017 0.0 0.0 0.0 -0.006
C -5.640 -3.582 3.603 0.0 0.0 0.0 -0.107
C -3.596 0.608 1.410 0.0 -0.1 0.3 -0.626
C 3.794 4.783 -0.474 0.0 0.0 0.0 -0.201
C 2.726 0.481 -4.142 0.0 0.0 0.0 -0.179
C 1.750 0.048 -3.041 0.0 0.0 0.1 -0.332
C 1.739 1.116 4.013 0.0 0.0 -0.1 -0.074
C -0.238 -4.437 -0.409 0.0 0.0 0.0 -0.143
C -4.199 2.502 5.246 0.0 0.0 0.0 -0.083
C 1.230 -1.131 4.638 0.0 0.0 0.0 -0.033
C -4.381 -1.679 4.365 0.0 0.0 0.0 -0.028
H 1.945 4.339 -2.739 0.0 0.0 0.0 0.109
H 4.826 0.771 -4.528 0.0 0.0 0.0 0.111
H 5.645 -0.631 -2.620 0.0 0.0 0.0 0.105
H 2.659 -0.276 -4.933 0.0 0.0 0.0 0.123
H 4.224 1.891 -1.041 0.0 0.0 0.0 0.094
H 1.181 -3.531 3.278 0.0 0.0 0.0 0.125
H -5.185 1.311 3.746 0.0 0.0 0.0 0.122
H -5.106 3.010 5.549 0.0 0.0 0.0 0.097
H -0.883 2.411 5.907 0.0 0.0 0.0 0.093
H 2.832 5.283 -0.325 0.0 0.0 0.0 0.111
H -3.526 0.944 -3.374 0.0 0.0 0.0 0.115
H 0.128 -5.568 -4.097 0.0 0.0 0.0 0.069
H -1.520 -3.859 1.206 0.0 0.0 0.0 0.130
H -1.921 0.829 -1.601 0.1 0.2 0.2 0.090
H 3.220 3.597 1.248 0.0 0.0 0.0 0.103
H 0.911 2.906 -4.125 0.1 0.0 0.0 0.068
H 2.185 -2.037 -3.119 0.0 0.0 0.0 0.105
H 1.553 -1.517 -1.566 0.0 0.0 0.0 0.089
H 3.727 -0.398 -1.057 0.0 0.0 0.0 0.096
H 4.056 5.378 -2.547 0.0 0.0 0.0 0.107
H 3.986 -2.090 -1.432 0.0 0.0 0.0 0.113
H 2.425 1.424 -4.602 0.0 0.0 0.0 0.089
H -3.999 -1.081 5.184 0.0 0.0 0.0 0.114
H -0.660 3.637 -3.971 0.0 0.0 0.0 0.118
H 3.079 1.461 0.209 0.0 0.0 0.0 0.088
H -0.472 -2.974 3.357 0.0 0.0 0.0 0.124
H -5.774 -3.800 1.470 0.0 0.0 0.0 0.100
H -1.198 0.049 -2.976 0.0 0.0 0.0 0.054
H -0.184 0.827 -5.053 0.0 0.0 0.0 0.087
H 0.806 -0.222 -3.522 0.0 0.0 0.0 0.034
H -1.641 -1.219 3.326 0.0 0.0 -0.1 0.086
H -4.444 -1.784 0.992 0.0 0.0 0.0 0.128
H -6.229 -4.466 3.813 0.0 0.0 0.0 0.092
H -0.976 0.729 4.118 0.0 0.0 0.0 0.085
H 3.034 3.127 -3.378 0.0 0.0 0.0 0.085
H 4.302 1.386 -2.975 0.0 0.0 0.0 0.078
H 1.528 3.233 -0.751 0.0 0.0 0.0 0.124
H -2.486 0.694 -5.463 0.0 0.0 0.0 0.101
H 0.350 -6.421 0.094 0.0 0.0 0.0 0.089
H 1.515 1.466 1.888 0.0 0.0 0.0 0.095
H -0.425 2.247 -6.043 0.0 0.0 0.0 0.108
H 4.560 5.486 -0.142 0.0 0.0 0.0 0.103
H -5.333 -3.092 5.669 0.0 0.0 0.0 0.094
H 4.642 -1.545 -3.737 0.0 0.0 0.0 0.113
H -0.186 -4.931 1.646 0.0 0.0 0.0 0.110
H 1.108 -2.686 0.907 0.0 -0.1 0.0 0.124
H -2.950 3.568 6.636 0.0 0.0 0.0 0.091
H 4.868 3.320 0.720 0.0 0.0 0.0 0.108
H 2.022 2.132 4.250 0.0 0.0 0.0 0.100
H 4.875 3.895 -2.104 0.0 0.0 0.0 0.110
H -2.910 2.561 -3.129 0.0 0.0 0.0 0.115
H 1.127 -1.916 5.378 0.0 0.0 0.0 0.113
H -0.620 2.812 -1.833 0.0 0.0 0.0 0.128
H -2.712 2.433 -5.467 0.0 0.0 0.0 0.102
H 1.830 0.384 6.035 0.0 0.0 0.0 0.104
```
Positions in Å, forces in eV/Å.

---

2.
ORCA calculation (wB97M-V/def2-TZVPD) on a molecular structure, C14H15N7OPd.

The charge is +2. The calculation puts the LUMO energy (spin up / spin down) at -7.87 / -7.87 eV. For the total energy, the calculation gives -1128.3990 a.u. The calculation puts the largest force on an atom at 0.81 eV/A. Its HOMO-LUMO gap (spin up / spin down) is 8.10 / 8.10 eV.

```
38
Properties=species:S:1:pos:R:3:forces:R:3:nbo_charge:R:1
Pd -0.519 -0.290 0.566 0.4 0.1 -0.7 1.058
O -1.181 -1.114 -1.109 0.0 0.0 -0.5 -0.667
N -1.056 1.940 3.876 -0.1 0.0 0.0 -0.178
N 1.541 -0.364 -0.153 -0.1 -0.4 0.7 -0.493
N -0.360 0.430 2.386 0.0 0.7 0.3 -0.502
N -0.242 1.029 4.440 0.0 0.0 0.0 -0.298
N 0.269 -2.766 -1.742 0.0 0.0 0.0 -0.547
N -1.780 1.465 0.383 -0.5 -0.3 0.4 -0.439
N -3.353 3.724 0.553 0.0 0.0 0.0 -0.299
C 4.096 -0.364 -1.195 0.0 0.0 0.0 -0.103
C -1.675 -2.295 -3.101 0.1 0.0 0.0 -0.707
C 2.068 -1.494 -0.636 0.1 -0.1 -0.1 0.187
C 1.176 -2.702 -0.598 -0.1 -0.2 0.1 -0.262
C 3.345 -1.530 -1.169 -0.1 0.0 0.0 -0.213
C -2.714 3.264 1.622 0.2 0.0 0.1 0.060
C 3.545 0.802 -0.688 -0.1 0.0 0.0 -0.223
C 0.170 0.124 3.561 0.2 0.0 0.0 0.240
C -1.123 1.556 2.636 -0.1 0.0 -0.1 0.294
C -3.192 3.076 -0.588 0.0 0.0 -0.1 0.040
C -2.401 1.930 -0.690 -0.1 0.0 0.0 0.031
C 2.263 0.760 -0.172 0.0 0.1 0.0 0.067
C -1.916 2.135 1.542 0.3 -0.1 0.1 0.096
C -0.817 -2.024 -1.906 -0.1 0.1 0.1 0.730
H -2.827 3.802 2.556 0.0 0.0 0.0 0.246
H 1.790 1.645 0.236 0.0 0.0 0.0 0.218
H -2.562 -1.670 -3.066 0.0 0.0 0.0 0.263
H -2.282 1.385 -1.616 0.0 0.0 0.0 0.235
H 0.450 -3.460 -2.451 0.0 0.0 0.0 0.435
H 3.747 -2.459 -1.549 0.0 0.0 0.0 0.249
H 4.094 1.732 -0.684 0.0 0.0 0.0 0.260
H 0.822 -0.703 3.788 0.0 0.0 0.0 0.256
H -1.112 -2.077 -4.010 0.0 0.0 0.0 0.266
H -1.969 -3.344 -3.125 0.0 0.0 0.0 0.266
H -0.027 1.086 5.427 0.0 0.0 0.0 0.460
H -3.710 3.461 -1.458 0.0 0.0 0.0 0.239
H 1.764 -3.617 -0.590 0.0 0.0 -0.1 0.259
H 5.099 -0.368 -1.600 0.0 0.0 0.0 0.257
H 0.580 -2.704 0.323 0.1 0.1 -0.1 0.219
```
Positions in Å, forces in eV/Å.